ORCA calculation (ωB97M-V/def2-TZVPD) on a molecular structure, C16H13N2O6Tl.

```
38
Properties=species:S:1:pos:R:3
O 6.8489 -3.7081 4.0372
C 6.1102 -3.0484 3.4615
Tl 3.1139 -0.9552 0.0495
O 1.8975 -3.5028 2.9644
C 2.3473 -2.7999 2.1887
C 4.7919 0.5555 -1.3967
O 5.0256 1.4795 -2.0627
C 2.9872 -3.4595 -1.3426
O 2.8726 -4.4435 -1.9056
C 4.0480 0.7910 2.1324
O 4.3248 1.6010 2.8849
H 5.2124 -0.4125 -0.5946
C -3.6031 0.7843 0.6037
N -2.1731 0.8002 0.8372
N -1.2531 0.6503 -0.1392
C 0.0084 0.6227 0.4217
O 1.0603 0.4680 -0.2709
C -0.2033 0.7888 1.8274
C -1.5589 0.8732 2.0343
C -2.3289 1.0232 3.2866
C -1.5707 0.5720 -1.5240
C -2.3864 1.5455 -2.1124
C -2.6553 1.4809 -3.4807
C -2.0984 0.4520 -4.2549
C -1.2787 -0.5177 -3.6591
C -1.0071 -0.4556 -2.2932
H -3.8422 0.3763 -0.3797
H -4.0244 1.7959 0.6837
H -4.0785 0.1555 1.3657
H 0.5863 0.8245 2.5556
H -2.9004 1.9617 3.3190
H -3.0311 0.1937 3.4500
H -1.6290 1.0341 4.1296
H -2.7971 2.3485 -1.4951
H -3.2974 2.2379 -3.9365
H -2.3032 0.4061 -5.3264
H -0.8429 -1.3219 -4.2558
H -0.3719 -1.1972 -1.8034
```

Output
**Net charge**: +2
**Electronic energy**: -36740.1601 eV
**Energy relative to the best compared isomer or geometry (same formula, charge and spin)**: 66.66 kJ/mol